# 1
Below is the ion C3H6NO2 with charge -1 at a distorted geometry, with properties calculated with wB97M-V/def2-TZVPD.

The frontier orbital gap comes out at 7.932 eV. The net charge is -1. The value obtained for the lowest unoccupied orbital energy is 4.3104 eV. The HOMO energy comes out at -3.621 eV. For the energy above the lowest of the compared OMol25 structures with the same formula, charge and spin, the calculation gives 16.8 kcal/mol. The calculation puts the total energy at -323.1914 Eh. Its SMILES is CCNC(=O)[O-].

```
12
Properties=species:S:1:pos:R:3:lowdin_charge:R:1
C 0.582 -0.608 -0.415 -0.3202
N 0.234 -0.652 1.068 -0.0076
C -0.062 0.758 1.541 -0.8554
O 0.566 1.666 1.025 -0.0463
O -1.011 0.687 2.294 -0.0709
C -0.300 0.215 -1.240 -0.1572
H 1.675 -0.304 -0.485 0.1085
H 0.636 -1.639 -0.763 0.0794
H -0.435 -1.322 1.400 0.0644
H -0.509 -0.237 -2.252 0.0705
H -0.086 1.287 -1.343 0.0707
H -1.290 0.149 -0.832 0.0640
```



# 2
Below is a cluster of 2 separate species, C3H6NO2 in total at a distorted geometry, with properties calculated with wB97M-V/def2-TZVPD.

The frontier orbital gap comes out at 7.256 eV. The net charge is -1. The value obtained for the lowest unoccupied orbital energy is 4.1422 eV. The HOMO energy comes out at -3.114 eV. For the energy above the lowest of the compared OMol25 structures with the same formula, charge and spin, the calculation gives 109.2 kcal/mol. The calculation puts the total energy at -323.0442 Eh.

```
12
Properties=species:S:1:pos:R:3:lowdin_charge:R:1
C -0.274 -0.769 -1.008 -0.0487
C 0.358 -0.845 1.451 -0.0950
C -0.515 -1.120 0.209 -0.2440
N 0.358 2.520 -1.617 -0.3529
O -0.321 3.409 -1.039 -0.2549
O 0.779 1.581 -0.877 -0.2690
H 0.650 -0.381 -1.168 0.0051
H 0.207 0.184 1.744 0.0734
H 1.333 -0.942 1.176 0.0300
H 0.109 -1.500 2.205 0.0239
H -1.532 -1.460 0.504 0.0814
H -1.153 -0.679 -1.579 0.0506
```



# 3
Below is the ion C3H6NO2 with charge -1 at a distorted geometry, with properties calculated with wB97M-V/def2-TZVPD.

The frontier orbital gap comes out at 6.718 eV. The net charge is -1. The value obtained for the lowest unoccupied orbital energy is 4.0404 eV. The HOMO energy comes out at -2.677 eV. For the energy above the lowest of the compared OMol25 structures with the same formula, charge and spin, the calculation gives 59.6 kcal/mol. The calculation puts the total energy at -323.1233 Eh. Its SMILES is O=CNCC[O-].

```
12
Properties=species:S:1:pos:R:3:lowdin_charge:R:1
C 1.442 0.359 1.098 -0.3797
N 0.412 -0.428 0.793 -0.0050
C -0.912 -0.088 0.097 -0.1902
C -0.694 0.004 -1.430 -0.5575
O -1.650 0.562 -2.206 -0.3640
O 2.375 0.069 1.918 -0.1105
H 1.497 1.280 0.531 0.1127
H 0.434 -1.425 1.149 0.1518
H -1.275 0.830 0.564 0.0962
H -1.567 -0.967 0.372 0.1074
H -0.250 -0.934 -1.572 0.0557
H 0.188 0.738 -1.313 0.0830
```



# 4
Below is the ion C3H6NO2S with charge -1 at a distorted geometry, with properties calculated with wB97M-V/def2-TZVPD.

The frontier orbital gap comes out at 7.140 eV. The net charge is -1. The value obtained for the lowest unoccupied orbital energy is 4.0017 eV. The HOMO energy comes out at -3.138 eV. For the energy above the lowest of the compared OMol25 structures with the same formula, charge and spin, the calculation gives 44.0 kcal/mol. The calculation puts the total energy at -721.3385 Eh.

```
13
Properties=species:S:1:pos:R:3:lowdin_charge:R:1
C -0.056 0.495 0.182 -0.5364
C -0.259 -0.798 0.902 -0.0781
C 0.863 0.370 -1.050 -0.2682
N -0.612 1.553 0.652 0.0711
O 2.766 1.078 0.850 -0.5619
O 2.463 -1.373 0.281 -0.5851
S 2.623 0.025 -0.187 0.6129
H 0.685 -1.302 0.819 0.0199
H -1.152 -1.217 0.462 0.0769
H -0.528 -0.643 1.883 0.0416
H 0.693 -0.528 -1.791 0.0947
H 0.868 1.269 -1.745 0.0659
H -0.588 2.441 0.067 0.0468
```



# 5
Below is a cluster of 2 separate species, C3H6NO2S in total at a distorted geometry, with properties calculated with wB97M-V/def2-TZVPD.

The frontier orbital gap (spin up / spin down) comes out at 7.730 / 7.730 eV. The net charge is +1. The value obtained for the lowest unoccupied orbital energy (spin up / spin down) is -6.0751 / -6.0746 eV. The HOMO energy (spin up / spin down) comes out at -13.805 / -13.805 eV. For the energy above the lowest of the compared OMol25 structures with the same formula, charge and spin, the calculation gives 163.6 kcal/mol. The calculation puts the total energy at -720.8106 Eh.

```
13
Properties=species:S:1:pos:R:3:lowdin_charge:R:1
C -1.380 -0.912 -0.870 -0.3045
C -0.591 -0.989 0.029 -0.0265
C 2.088 1.031 0.370 -0.0916
N -2.637 -0.679 -1.566 0.1494
O 2.652 -0.929 2.107 -0.1747
O 0.858 0.603 2.799 -0.2056
S 1.691 0.010 1.829 0.8549
H 2.684 1.943 0.655 0.1215
H 2.297 0.433 -0.416 0.0314
H 1.146 1.491 0.055 0.0728
H -3.170 -1.427 -1.078 0.1768
H -2.628 -0.842 -2.629 0.2050
H -3.010 0.266 -1.285 0.1910
```



# 6
Below is the ion C3H6NO3 with charge +1 at a distorted geometry, with properties calculated with wB97M-V/def2-TZVPD.

The frontier orbital gap comes out at 11.105 eV. The net charge is +1. The value obtained for the lowest unoccupied orbital energy is -4.2521 eV. The HOMO energy comes out at -15.357 eV. For the energy above the lowest of the compared OMol25 structures with the same formula, charge and spin, the calculation gives 59.0 kcal/mol. The calculation puts the total energy at -398.0468 Eh. Its SMILES is [NH3+][C@@]1(O)COC1=O.

```
13
Properties=species:S:1:pos:R:3:lowdin_charge:R:1
C -0.601 -0.883 -1.126 -0.4263
C 1.011 0.462 -0.947 0.0194
C -0.162 0.053 0.113 -0.2372
N 0.231 -0.325 1.499 0.2712
O -1.465 -1.670 -1.214 0.2269
O 0.381 -0.448 -1.895 0.0996
O -1.286 1.074 0.293 0.0013
H 1.176 1.543 -1.324 0.1777
H 1.972 0.074 -0.651 0.1166
H 1.265 -0.326 1.468 0.1831
H -0.302 -1.138 1.785 0.1811
H -0.062 0.554 2.143 0.2562
H -2.157 1.031 -0.144 0.1304
```